{"formula": "C9H11NOS", "method": "ωB97M-V/def2-TZVPD", "lumo_energy_ev": [-0.41, 0.11], "homo_energy_ev": [-8.8482, -6.4692], "relative_energy_kcal_mol": 108.42, "charge": 0, "elements": ["C", "C", "C", "C", "C", "C", "C", "C", "C", "N", "O", "S", "H", "H", "H", "H", "H", "H", "H", "H", "H", "H", "H"], "coordinates": [[3.236062, 0.415204, 0.458988], [2.586895, 1.371630, -0.283265], [2.443850, -0.661606, 0.884828], [1.236281, 1.382855, -0.331352], [1.101160, -0.642985, 0.884743], [0.458547, 0.441797, 0.300677], [-2.973412, -0.634533, 1.150973], [-1.000147, -0.947118, -2.259716], [-0.993350, 0.578319, 0.349079], [-1.729588, -0.501963, 0.824232], [-3.842331, 0.176408, 0.889105], [-1.819624, 2.061994, -0.072476], [4.292096, 0.607567, 0.593306], [2.902291, 2.291818, -0.687185], [2.955480, -1.608823, 1.182017], [0.788928, 2.123224, -1.012070], [0.523866, -1.301090, 1.448537], [-3.196690, -1.671115, 1.519677], [-0.271302, -1.605243, -1.781563], [-0.724364, -0.419374, -3.128462], [-1.981694, -1.396886, -1.988733], [-1.129720, -1.288855, 0.827222], [-2.863231, 1.228785, 0.231431]], "forces_ev_per_a": [[0.104, 0.163, -0.811], [-0.614, 0.510, 0.972], [3.360, -1.619, 0.661], [-1.705, 0.698, -1.629], [-0.586, 1.454, -0.551], [-2.079, -0.025, 0.188], [-2.232, -2.171, -0.103], [-0.658, -2.328, 1.874], [1.011, 0.920, -0.701], [3.481, 0.784, -0.446], [-0.948, 0.509, 0.515], [0.491, -0.856, 0.195], [0.139, -1.001, 0.215], [1.800, 0.549, -0.472], [-0.366, 1.043, 0.346], [-0.148, -0.222, 0.703], [-0.414, -1.576, 0.685], [-0.053, 0.740, 0.076], [0.434, 0.595, -0.268], [-0.139, 0.581, -0.752], [0.350, 1.146, -0.848], [-0.023, -1.140, 0.444], [-1.207, 1.247, -0.294]]}

{"formula": "C2H2O3", "method": "ωB97M-V/def2-TZVPD", "lumo_energy_ev": [0.89, -4.24], "homo_energy_ev": [-6.1788, -11.0919], "relative_energy_kcal_mol": 38.33, "charge": 0, "multiplicity": 3, "elements": ["C", "C", "O", "O", "O", "H", "H"], "coordinates": [[-1.064485, 0.131483, 0.406761], [1.061617, -0.170639, -0.278555], [0.102118, -0.564379, 0.602694], [2.174813, -0.553083, -0.157474], [-1.112473, 0.895270, -0.532026], [-1.750593, -0.195170, 1.102179], [0.589000, 0.456516, -1.143576]], "forces_ev_per_a": [[1.941, -2.171, 1.580], [-3.377, 0.478, 0.134], [0.759, 0.668, -0.660], [2.624, -0.689, -0.213], [-0.275, 2.315, -2.879], [-1.916, -0.313, 1.198], [0.245, -0.288, 0.840]]}

{"formula": "C3H6O2S", "method": "ωB97M-V/def2-TZVPD", "lumo_energy_ev": -3.67, "homo_energy_ev": -8.7368, "relative_energy_kcal_mol": 135.21, "charge": 0, "elements": ["O", "C", "O", "C", "C", "S", "H", "H", "H", "H", "H", "H"], "coordinates": [[-2.203361, 0.140885, -1.012772], [-1.428235, -0.393228, -0.153706], [-1.549997, 0.157879, 1.117884], [-0.464863, -1.395797, -0.381052], [0.770499, -1.355117, 0.456989], [1.867278, 0.131804, 0.442010], [-2.423348, 0.683342, 1.217900], [-0.237416, -1.740028, -1.384049], [1.945364, 4.000288, -1.008821], [1.317806, -2.281989, 0.357674], [0.424707, -1.155665, 1.472279], [1.981570, 3.207623, -1.124336]], "forces_ev_per_a": [[2.604, -2.673, 1.763], [-5.399, 5.351, -1.010], [-0.777, -0.581, -0.023], [4.739, 1.555, 0.511], [-1.480, -1.610, -0.396], [-1.026, 0.035, -0.648], [2.143, -1.260, -0.942], [-1.126, -0.528, -0.088], [0.091, -1.796, -0.271], [0.304, 0.023, 0.223], [0.023, -0.305, 0.607], [-0.096, 1.791, 0.274]]}

{"formula": "CH4N", "method": "ωB97M-V/def2-TZVPD", "lumo_energy_ev": -6.16, "homo_energy_ev": -20.6013, "relative_energy_kcal_mol": 0.00, "charge": 1, "elements": ["C", "N", "H", "H", "H", "H"], "coordinates": [[-0.024676, -0.102378, -0.627683], [0.018694, 0.120097, 0.623870], [0.452883, 0.595282, -1.306000], [-0.565783, -0.979612, -0.967293], [-0.424912, -0.533412, 1.262847], [0.543794, 0.900023, 1.014259]], "forces_ev_per_a": [[-0.137, 0.117, 0.220], [0.179, -0.229, -0.216], [0.017, -0.119, -0.079], [0.067, 0.101, -0.176], [0.030, 0.133, 0.208], [-0.155, -0.003, 0.044]]}

{"formula": "C36H43BrF2NO5SSbSn", "method": "ωB97M-V/def2-TZVPD", "lumo_energy_ev": 4.26, "homo_energy_ev": -0.5320, "relative_energy_kcal_mol": 40.04, "charge": -2, "elements": ["Sn", "N", "C", "C", "C", "C", "C", "C", "C", "C", "C", "C", "C", "C", "H", "H", "H", "H", "H", "H", "H", "H", "H", "H", "Br", "C", "C", "C", "C", "C", "C", "C", "O", "O", "H", "H", "H", "H", "C", "C", "C", "C", "C", "C", "C", "S", "O", "O", "O", "H", "H", "H", "H", "H", "H", "H", "C", "C", "C", "Sb", "C", "C", "C", "C", "C", "C", "H", "H", "H", "H", "H", "H", "H", "H", "H", "H", "H", "H", "H", "H", "H", "H", "H", "H", "H", "H", "H", "F", "C", "F", "H"], "coordinates": [[-0.246600, 0.138100, 0.297900], [0.395900, 0.886700, 2.744100], [1.406800, 0.327600, 3.499300], [1.160400, -0.054700, 4.818600], [2.146900, -0.613100, 5.610900], [3.410700, -0.802500, 5.081700], [3.664700, -0.423900, 3.771900], [2.696900, 0.157300, 2.956900], [3.062200, 0.542500, 1.577400], [4.335000, 1.087300, 1.383900], [4.821400, 1.344800, 0.117200], [4.042300, 1.023900, -0.981100], [2.757100, 0.554800, -0.780400], [2.196900, 0.328200, 0.482800], [-0.455500, 1.061600, 3.262200], [0.705000, 1.716600, 2.225800], [0.168900, 0.102000, 5.228000], [1.932000, -0.883100, 6.640300], [4.195300, -1.242400, 5.688600], [4.653800, -0.596000, 3.366100], [4.945700, 1.355400, 2.241200], [5.795300, 1.806000, -0.018800], [4.426000, 1.187500, -1.985100], [2.133900, 0.382200, -1.659000], [-0.348300, 4.052200, -2.652400], [-0.116000, 5.261200, -1.213500], [-0.295600, 6.615500, -1.458600], [-0.149800, 7.523200, -0.425600], [0.189200, 7.079200, 0.845100], [0.383800, 5.731300, 1.066100], [0.236800, 4.805200, 0.042700], [0.475700, 3.342700, 0.381300], [1.122500, 3.141900, 1.409700], [-0.009200, 2.507600, -0.404000], [-0.547600, 6.946700, -2.456100], [-0.305100, 8.578800, -0.608300], [0.305200, 7.780900, 1.659500], [0.659900, 5.337400, 2.032700], [-4.342300, -2.475300, 5.546400], [-3.517300, -2.606800, 4.296600], [-2.171800, -2.259200, 4.311000], [-1.424200, -2.300700, 3.149600], [-2.011200, -2.721600, 1.977500], [-3.333100, -3.105500, 1.949800], [-4.089000, -3.040700, 3.108500], [-1.033400, -2.811600, 0.495400], [-1.718800, -1.998700, -0.513300], [-0.985800, -4.219800, 0.143000], [0.272500, -2.259000, 0.844000], [-4.209200, -1.484400, 5.975300], [-4.041700, -3.211300, 6.292800], [-5.399800, -2.612600, 5.332500], [-1.720100, -1.922200, 5.234200], [-0.396100, -1.983600, 3.113500], [-3.761200, -3.424100, 1.012300], [-5.137400, -3.310200, 3.086500], [-0.259000, 1.701700, -5.906800], [0.308900, 0.333900, -5.571300], [1.817600, 0.341000, -5.747400], [-0.213000, -0.257700, -3.440700], [0.519200, -2.341000, -3.815300], [-0.360800, -3.417100, -3.214100], [1.909100, -2.437100, -3.202600], [-2.389600, -0.239700, -3.949700], [-2.943200, 1.034900, -3.330000], [-3.164800, -1.441500, -3.443100], [0.037500, 2.010300, -6.914200], [0.100700, 2.447000, -5.200800], [-1.344700, 1.698000, -5.860400], [-0.126100, -0.412000, -6.247400], [2.273200, 1.013400, -5.022500], [2.097000, 0.682300, -6.749200], [2.230700, -0.654800, -5.601800], [0.586700, -2.480100, -4.902900], [-0.591400, -3.206000, -2.172200], [0.156000, -4.380000, -3.241100], [-1.295300, -3.522000, -3.759000], [1.835500, -2.360100, -2.119000], [2.573600, -1.649200, -3.560800], [2.361900, -3.403700, -3.444000], [-2.479900, -0.181200, -5.042300], [-2.925000, 0.947900, -2.244000], [-3.974800, 1.200600, -3.655800], [-2.353300, 1.908400, -3.604100], [-2.876400, -1.690800, -2.423400], [-3.002700, -2.308200, -4.080700], [-4.236400, -1.221200, -3.456400], [-2.746700, 2.176600, 1.917600], [-2.573400, 0.818500, 1.550900], [-3.127500, 0.163400, 2.674200], [-3.343700, 0.659300, 0.761700]], "forces_ev_per_a": [[0.679, 0.948, -0.199], [-0.519, -0.189, -0.183], [0.416, -0.186, 0.289], [-0.137, -0.104, 0.037], [0.012, -0.008, 0.065], [0.149, -0.080, 0.191], [0.026, -0.012, 0.127], [-0.082, -0.116, 0.288], [-0.012, 0.025, -0.536], [0.057, 0.080, 0.167], [0.244, 0.060, -0.127], [0.169, 0.144, -0.155], [-0.452, -0.187, -0.062], [-0.186, 0.104, 0.300], [-0.079, 0.013, -0.117], [0.065, 0.378, -0.113], [-0.070, 0.040, -0.030], [-0.022, -0.023, -0.071], [-0.005, -0.003, -0.064], [-0.026, 0.008, -0.090], [-0.016, -0.057, 0.038], [0.003, -0.067, 0.054], [-0.058, 0.010, 0.012], [0.075, 0.055, 0.093], [-0.054, 0.407, -0.603], [-0.020, -0.045, -0.076], [-0.041, 0.013, -0.127], [0.000, 0.094, 0.046], [-0.023, 0.071, 0.044], [0.022, 0.072, 0.023], [0.015, -0.101, -0.053], [-0.123, 0.478, -0.336], [0.418, -0.011, 0.883], [-0.276, -0.688, 0.280], [-0.035, 0.004, -0.034], [0.007, 0.043, -0.053], [-0.013, 0.085, 0.040], [0.047, 0.025, 0.069], [0.080, -0.039, -0.056], [0.009, 0.008, 0.105], [-0.136, -0.027, -0.031], [0.086, 0.061, 0.161], [0.306, 0.006, -0.255], [-0.269, -0.023, -0.046], [0.094, 0.010, -0.105], [-0.659, -1.342, -0.667], [-0.312, -0.369, 0.318], [-0.009, 0.029, 0.163], [0.271, 0.389, 0.370], [-0.022, 0.087, 0.102], [-0.018, -0.037, 0.103], [-0.097, -0.033, 0.010], [0.071, 0.083, 0.079], [0.242, 0.022, 0.171], [-0.128, -0.069, -0.096], [-0.076, -0.005, -0.007], [-0.099, -0.219, 0.081], [-0.065, -0.098, 0.481], [-0.156, -0.140, 0.052], [-0.120, -0.240, -1.417], [-0.236, 0.365, -0.044], [-0.098, -0.024, -0.024], [-0.034, 0.190, -0.101], [0.408, -0.106, 0.015], [0.170, -0.030, -0.078], [0.033, -0.055, -0.075], [0.021, 0.096, -0.080], [0.082, 0.206, 0.055], [-0.195, 0.089, -0.014], [-0.073, -0.066, 0.158], [0.179, 0.084, 0.073], [0.065, 0.039, -0.095], [0.160, -0.079, 0.024], [-0.048, 0.168, 0.063], [-0.068, -0.097, -0.066], [0.043, -0.137, -0.017], [-0.121, -0.051, 0.025], [0.123, 0.038, 0.150], [0.114, 0.022, 0.080], [0.043, -0.056, 0.014], [0.181, -0.003, 0.077], [-0.044, 0.121, 0.119], [-0.082, 0.021, 0.053], [-0.019, 0.161, 0.038], [-0.097, -0.113, 0.052], [0.018, -0.141, 0.046], [-0.135, 0.003, 0.024], [0.134, 0.272, -0.120], [0.179, -0.081, -0.171], [-0.034, -0.220, 0.195], [0.178, 0.046, 0.094]]}

{"formula": "C15H20GdN6O2S", "method": "ωB97M-V/def2-TZVPD", "lumo_energy_ev": [-3.73, -3.72], "homo_energy_ev": [-10.2558, -10.4288], "charge": 1, "multiplicity": 8, "elements": ["Gd", "C", "O", "C", "C", "O", "C", "H", "H", "H", "H", "H", "H", "H", "H", "H", "H", "C", "N", "C", "C", "N", "C", "S", "C", "C", "C", "C", "C", "N", "H", "H", "H", "H", "H", "H", "H", "H", "H", "N", "C", "N", "C", "N", "H"], "coordinates": [[1.155731, -0.373474, 0.010241], [-1.075037, -2.287314, 0.250868], [-0.167045, -1.724192, 1.185056], [0.774025, -2.665073, 1.711784], [1.879370, -3.041628, 0.720863], [2.704557, -1.902878, 0.463507], [3.721980, -2.191399, -0.484697], [-1.598799, -3.143774, 0.685812], [-0.560438, -2.584003, -0.666435], [-1.815120, -1.524645, -0.007134], [0.243083, -3.559333, 2.057004], [1.226586, -2.187040, 2.587272], [1.456831, -3.401304, -0.222273], [2.498529, -3.833290, 1.157385], [4.372760, -2.990723, -0.117679], [4.323361, -1.290159, -0.630090], [3.280981, -2.475422, -1.445040], [-1.674219, 4.369572, 1.762618], [-1.909083, 3.560806, 0.584459], [-2.892045, 3.821834, -0.333039], [-2.849011, 2.898971, -1.296171], [-1.829214, 1.982337, -1.055209], [-1.178334, 2.386230, 0.187190], [0.098719, 1.756715, 1.059535], [-1.496159, 0.861036, -1.881295], [-2.221327, 0.606000, -3.050888], [-1.898690, -0.487968, -3.859656], [-0.854371, -1.318839, -3.494230], [-0.179223, -1.014816, -2.332022], [-0.481566, 0.039151, -1.542412], [-2.383472, 5.201147, 1.808664], [-0.654545, 4.764284, 1.729614], [-1.788039, 3.746319, 2.654371], [-3.566001, 4.659697, -0.236808], [-3.504462, 2.853397, -2.149737], [-3.043803, 1.232617, -3.369239], [-2.463784, -0.682766, -4.766735], [-0.574337, -2.176150, -4.094707], [0.650683, -1.624134, -1.985523], [2.208281, 0.237625, 1.973065], [2.765147, 0.529617, 2.949296], [3.501895, 0.872928, 4.155095], [2.646903, 1.630231, 5.055252], [1.998817, 2.237293, 5.803503], [1.149886, -1.767481, -1.531435]], "forces_ev_per_a": [[1.710, 1.428, -0.531], [-1.000, -0.443, -0.221], [-0.613, -0.581, 0.666], [0.748, -0.569, 0.732], [-0.087, -0.570, 0.463], [1.095, -1.669, 0.510], [0.669, -0.130, -0.361], [0.181, 0.058, -0.002], [-0.138, -0.295, 0.194], [0.162, -0.118, 0.210], [0.076, 0.085, -0.214], [-0.153, 0.004, -0.170], [0.114, -0.081, -0.004], [-0.120, 0.076, 0.035], [-0.097, 0.098, 0.039], [-0.112, -0.078, 0.160], [-0.015, -0.069, 0.103], [0.588, -0.169, 0.547], [1.208, -2.572, -1.347], [0.041, -0.057, -0.006], [-0.607, -0.155, -0.914], [1.476, 0.335, 2.200], [-2.595, 1.980, -1.016], [-0.995, 1.717, 0.553], [-0.086, -0.008, -0.283], [-0.120, -0.080, -0.192], [-0.137, 0.401, 0.240], [-0.180, 0.311, 0.033], [-5.947, 3.170, -3.900], [-1.092, 0.557, -1.154], [0.092, -0.305, -0.224], [-0.157, -0.044, 0.117], [0.083, 0.170, -0.071], [0.114, -0.102, 0.026], [0.173, -0.147, 0.043], [0.109, 0.042, 0.185], [-0.021, 0.144, 0.138], [0.020, 0.030, 0.059], [-3.912, 0.555, -4.364], [0.236, -0.113, -0.142], [2.834, 2.172, 6.191], [-4.458, 0.124, -2.723], [1.218, -1.442, -2.131], [0.565, -0.469, -0.523], [9.131, -3.189, 7.048]]}